{"formula": "C21H24N2O4S", "method": "ωB97M-V/def2-TZVPD", "elements": ["C", "O", "C", "C", "C", "C", "C", "C", "N", "C", "C", "C", "C", "C", "O", "N", "C", "C", "C", "S", "C", "C", "C", "O", "C", "C", "O", "C", "H", "H", "H", "H", "H", "H", "H", "H", "H", "H", "H", "H", "H", "H", "H", "H", "H", "H", "H", "H", "H", "H", "H", "H"], "coordinates": [[2.15637, -4.78503, 5.98544], [2.08616, -3.42271, 5.64839], [2.52370, -3.03841, 4.41790], [3.03305, -3.88378, 3.44871], [3.45187, -3.38636, 2.22079], [3.37895, -2.03527, 1.95486], [3.80839, -1.47468, 0.61749], [2.59591, -1.11264, -0.15779], [2.08616, -1.78309, -1.13338], [0.95484, -1.09099, -1.49584], [0.01005, -1.31260, -2.48794], [-1.02932, -0.41103, -2.58960], [-1.13896, 0.69479, -1.73531], [-2.24947, 1.68649, -1.85453], [-2.09314, 2.86465, -1.58735], [-3.43289, 1.17748, -2.26140], [-4.61872, 1.97504, -2.47382], [-5.04366, 1.96631, -3.94313], [-4.09015, 2.76258, -4.82486], [-4.28746, 4.56759, -4.56581], [-2.65455, 5.00715, -3.90534], [-0.18226, 0.94239, -0.75694], [0.84793, 0.03409, -0.65058], [1.90726, 0.00416, 0.19663], [2.86375, -1.17430, 2.92204], [2.43238, -1.65368, 4.14475], [1.91186, -0.89103, 5.14401], [1.77321, 0.49066, 4.92500], [1.76553, -4.85647, 6.99922], [1.54250, -5.39894, 5.31767], [3.18806, -5.15242, 5.96931], [3.10874, -4.94326, 3.63282], [3.83769, -4.06614, 1.47706], [4.36799, -2.21749, 0.05190], [4.41789, -0.58075, 0.76525], [0.09706, -2.15696, -3.15161], [-1.75795, -0.55034, -3.37568], [-3.51260, 0.18649, -2.42318], [-4.38676, 2.99338, -2.15521], [-5.43078, 1.58717, -1.85006], [-5.08840, 0.93321, -4.30069], [-6.04279, 2.39596, -4.02502], [-4.29714, 2.57182, -5.87805], [-3.05172, 2.51641, -4.61070], [-2.43666, 4.41569, -3.02050], [-2.70559, 6.05943, -3.64564], [-1.90209, 4.85246, -4.67428], [-0.26253, 1.81132, -0.12414], [2.80114, -0.12182, 2.69543], [1.32367, 0.88766, 5.83373], [2.74291, 0.97296, 4.76179], [1.11585, 0.70115, 4.07479]], "energy_ha": -1623.29548, "relative_energy_kj_mol": 123.9, "gap_ev": 8.69, "smiles": "COc1ccc(Cc2nc3ccc(C(=O)NCCCSC)cc3o2)cc1OC"}